Record 1
This record from the Open Molecules 2025 dataset describes 3 unconnected molecules or ions with the total composition C13H21NO11PS2. The level of theory is ωB97M-V/def2-TZVPD.

```
49
Properties=species:S:1:pos:R:3:nbo_charge:R:1
O 4.8154 -1.3479 -5.3961 -0.79
C 5.4051 -0.5299 -4.6444 0.77
O 6.5652 -0.1386 -4.7712 -0.71
C 4.4903 -0.0508 -3.4293 -0.37
C 3.2688 0.6609 -4.1123 -0.43
C 1.9509 0.4867 -3.2823 0.09
C 0.8685 1.5339 -3.6204 -0.18
O 1.6808 1.5003 -2.3547 -0.54
N 4.1649 -1.2601 -2.6727 -0.74
S 4.0337 -1.0678 -0.9854 0.16
P 5.4553 1.2360 -2.4888 1.82
O 4.4883 2.0540 -1.4349 -0.98
O 5.8941 2.3806 -3.5890 -0.95
S 7.0874 0.6351 -1.6563 -0.59
H 3.3768 1.7490 -4.0594 0.18
H 3.0330 0.2711 -5.1009 0.26
H 1.6158 -0.5246 -3.0645 0.21
H 1.2049 2.5233 -3.9076 0.20
H -0.1521 1.3250 -3.3182 0.20
H 3.3925 -1.7694 -3.0770 0.39
H 3.1273 -0.0661 -0.7703 0.08
H 4.1206 2.8367 -1.8607 0.48
H 5.1814 3.0307 -3.6530 0.46
C -2.1236 2.0849 0.4751 -0.63
C -2.2312 0.6027 0.2137 0.07
C -1.8257 -0.2582 1.3865 -0.09
O -1.3590 -1.4509 0.7365 -0.50
C -0.9324 -1.0894 -0.5013 0.97
O -0.3261 -1.7808 -1.2468 -0.57
O -1.2954 0.1838 -0.7886 -0.49
H -2.7456 2.3771 1.3217 0.22
H -1.0897 2.3677 0.6764 0.23
H -2.4404 2.6499 -0.4027 0.22
H -3.2383 0.3556 -0.1381 0.17
H -2.6493 -0.4797 2.0419 0.20
H -1.0072 0.1655 1.9699 0.20
C -6.3709 -1.8171 5.6166 -0.63
C -5.0799 -1.8300 4.8355 0.06
C -3.8776 -2.2750 5.6301 -0.10
O -2.8100 -1.5811 4.9765 -0.48
C -3.3372 -0.4658 4.4164 0.97
O -2.6960 0.4217 3.9581 -0.58
O -4.6949 -0.5009 4.4475 -0.49
H -6.5973 -2.8070 6.0133 0.22
H -6.3177 -1.1055 6.4418 0.22
H -7.1971 -1.5006 4.9799 0.23
H -5.1964 -2.4261 3.9260 0.19
H -3.7197 -3.3503 5.5876 0.21
H -3.9102 -1.9589 6.6758 0.18
```

Orbital gap, eV: 5.6
Charge: -1
Energy above the lowest of the compared OMol25 structures with the same formula, charge and spin, kcal/mol: 12.16
Lowest unoccupied orbital energy, eV: 1.51
Total energy, eV: -68794.723

---

Record 2
This record from the Open Molecules 2025 dataset describes a molecular structure, C29H36ClN9OReS. The level of theory is ωB97M-V/def2-TZVPD.

```
78
Properties=species:S:1:pos:R:3:lowdin_charge:R:1
Re 0.3139 -0.3928 0.4787 1.24
N 3.3547 2.1692 1.7972 0.13
C 2.2630 1.4804 1.5672 -0.78
S 2.2829 -0.3066 1.7832 0.71
N 1.1431 2.1384 1.2587 0.01
N 0.0665 1.2785 1.4521 -0.23
C -0.7951 1.3134 2.5216 -0.12
C -0.9304 2.4364 3.4369 -0.17
C -1.2176 2.1677 4.8016 -0.03
C -1.3303 3.1910 5.7454 -0.03
C -1.0717 4.5211 5.3430 -0.03
C -0.8142 4.7980 3.9892 -0.05
C -0.7420 3.7763 3.0459 -0.03
C -1.5093 0.0716 2.6874 -0.17
C -2.6801 -0.0935 3.4607 0.02
C -3.2857 -1.3380 3.5642 0.02
C -2.6097 -2.4129 2.9402 -0.01
C -1.4926 -2.2165 2.1627 -0.13
N -0.9710 -0.9870 1.9805 -0.08
H 4.1939 1.7763 2.1920 0.12
H 3.2757 3.1759 1.7632 0.13
H -1.3263 1.1334 5.0909 0.11
H -1.6001 2.9843 6.7886 0.13
H -1.1221 5.3288 6.0951 0.13
H -0.7236 5.8430 3.6519 0.12
H -0.5310 4.0307 2.0024 0.11
H -3.0681 0.8261 3.8699 0.12
H -4.2527 -1.4449 4.1054 0.15
H -2.9781 -3.4427 2.9720 0.13
H -1.0217 -3.0620 1.6750 0.10
N 0.0114 -1.1577 -4.8028 0.24
C -0.6231 -0.8223 -3.4682 -0.29
C -1.7776 -1.8254 -3.2652 -0.08
C -2.6060 -1.4709 -2.0154 -0.34
N -1.8190 -1.7262 -0.7774 0.04
C -3.1124 -0.0323 -2.0203 -0.09
C -1.9704 0.9808 -2.2002 -0.32
N -1.1769 1.1462 -0.9399 0.02
C -1.1426 0.6254 -3.4400 -0.09
H 0.5581 -2.0254 -4.7077 0.12
H 0.6443 -0.3899 -5.1122 0.19
H -0.7326 -1.3093 -5.5015 0.18
H 0.1534 -0.9280 -2.7052 0.09
H -1.3512 -2.8343 -3.1617 0.12
H -2.4606 -1.8215 -4.1311 0.14
H -3.5126 -2.1063 -2.0134 0.16
H -1.6027 -2.7234 -0.7287 0.09
H -2.4461 -1.5555 -0.0030 0.07
H -3.6759 0.1578 -1.1096 0.13
H -3.7976 0.1406 -2.8519 0.14
H -2.4601 1.9281 -2.4653 0.15
H -1.7069 1.7421 -0.3148 0.10
H -0.3819 1.7359 -1.1805 0.06
H -0.2989 1.3291 -3.5094 0.13
H -1.8119 0.8066 -4.3070 0.15
O 1.2784 0.3010 -0.9912 -0.43
N 2.5140 0.8472 -1.3449 -0.09
C 2.4816 2.1842 -1.6218 0.00
C 3.6389 2.7487 -2.1174 0.00
C 4.7701 1.9270 -2.2776 0.01
C 4.7318 0.5365 -2.0259 0.01
C 3.5542 -0.0069 -1.5437 0.00
H 1.5622 2.7506 -1.4292 0.14
H 3.6989 3.8289 -2.3167 0.14
H 5.7140 2.3568 -2.5755 0.13
H 5.6029 -0.0896 -2.2380 0.14
H 3.4526 -1.0565 -1.2960 0.13
Cl 1.5589 -4.2922 -3.4610 0.74
C 1.4672 -3.9541 -1.7494 -0.61
C 1.4521 -5.0315 -0.8603 -0.03
C 1.4369 -4.7115 0.5206 0.00
C 1.2434 -3.4139 0.9371 -0.14
N 1.0957 -2.3813 0.0421 -0.13
C 1.3047 -2.6641 -1.2679 -0.20
H 1.5093 -6.0519 -1.2624 0.13
H 1.5559 -5.4469 1.3288 0.14
H 1.2243 -3.1563 2.0061 0.12
H 1.4315 -1.8319 -1.9463 0.07
```

Orbital gap (spin up / spin down), eV: 6.4 / 5.4
2S+1: 3
Charge: +3
Energy above the lowest of the compared OMol25 structures with the same formula, charge and spin, kcal/mol: 3.75
<S²>: 2.06
Lowest unoccupied orbital energy (spin up / spin down), eV: -8.21 / -8.97
Total energy, eV: -71577.583

---

Record 3
This record from the Open Molecules 2025 dataset describes a molecular structure, C20H19N3O3. The level of theory is ωB97M-V/def2-TZVPD.

```
45
Properties=species:S:1:pos:R:3:nbo_charge:R:1
C -4.4338 -0.6654 1.3771 -0.26
H -5.3455 -0.3508 1.0611 0.19
O -3.7188 -0.8303 0.0217 -0.50
C -2.5513 -1.4406 0.0060 0.28
C -1.7814 -1.7713 1.0009 -0.23
C -0.5824 -2.1909 1.0633 -0.24
C -0.1104 -2.5917 -0.0606 -0.05
C -0.8513 -2.2542 -1.4666 -0.17
C -2.1500 -1.7206 -1.3165 -0.19
H -2.6850 -1.6426 -2.0954 0.20
H -0.5340 -2.3604 -2.3058 0.15
C 1.2512 -2.9685 -0.4333 -0.39
H 1.2966 -4.3262 -0.5964 0.19
H 1.9043 -2.8216 0.6482 0.22
C 2.1901 -2.5082 -1.6103 -0.18
N 2.0343 -1.0881 -1.5030 -0.58
C 2.5978 -0.3702 -0.6287 0.60
C 3.3934 -0.3840 0.4736 -0.23
C 4.1800 -1.3619 0.8150 0.27
N 4.5585 -2.3710 1.3921 -0.32
N 3.5235 0.9153 0.8750 -0.43
C 2.7234 1.8036 0.4192 0.43
O 2.1886 1.2018 -0.7088 -0.51
C 2.5925 3.2292 0.6327 -0.13
H 3.5503 3.8796 -0.1232 0.24
O 1.6912 3.7242 -0.3229 -0.51
C 0.3590 3.0062 -0.1464 0.31
C -0.5567 3.7521 -1.1230 -0.22
C -1.9701 3.0898 -0.9092 -0.18
C -2.2358 2.2218 0.0649 -0.29
C -1.3279 1.9868 0.8892 -0.13
C -0.0640 2.3075 0.7528 -0.35
H 0.7030 2.0498 1.6513 0.23
H -1.6396 1.0804 1.7186 0.20
H -3.3153 1.8245 0.0414 0.23
H -2.5682 3.6392 -1.7263 0.23
H -0.2518 4.2685 -2.0461 0.24
H 2.5264 3.4042 1.7976 0.23
H 1.2692 -0.6700 -2.0976 0.44
H 3.1335 -2.6201 -1.2171 0.22
H 1.9730 -2.9994 -2.2764 0.17
H -0.0554 -2.1635 2.1325 0.24
H -2.2638 -1.3948 2.1714 0.18
H -4.5739 -1.7084 1.9386 0.21
H -4.0736 0.1902 1.7692 0.19
```

Orbital gap, eV: 8.3
Energy above the lowest of the compared OMol25 structures with the same formula, charge and spin, kcal/mol: 498.72
Lowest unoccupied orbital energy, eV: 0.46
Total energy, eV: -31642.009

---

Record 4
This record from the Open Molecules 2025 dataset describes a molecular structure, C27H25N3O2PdS2. The level of theory is ωB97M-V/def2-TZVPD.

```
60
Properties=species:S:1:pos:R:3:nbo_charge:R:1
Pd -0.5977 -0.1595 0.3085 0.57
C 3.5420 -2.5151 1.7252 -0.09
O 3.2897 -1.4286 2.6595 -0.48
C 2.2388 -0.7642 2.1534 0.53
N 1.6832 -1.1779 1.0990 -0.46
C 2.4316 -2.3725 0.6587 -0.15
C 2.9513 -2.2673 -0.7624 0.06
C 3.9850 -3.1071 -1.1726 -0.24
C 4.4457 -3.0836 -2.4820 -0.21
C 3.8725 -2.2172 -3.4026 -0.22
C 2.8388 -1.3827 -3.0020 -0.19
C 2.3804 -1.4074 -1.6920 -0.23
C 1.8122 0.4697 2.8509 0.14
C 2.4085 0.9817 3.9918 -0.20
C 1.9496 2.2023 4.4657 -0.16
C 0.9387 2.8643 3.7836 -0.20
C 0.4145 2.2464 2.6625 0.12
N 0.8304 1.0791 2.2228 -0.38
C -0.6458 2.8018 1.7954 0.55
N -1.3088 2.0737 1.0013 -0.48
C -2.2010 2.9709 0.2388 -0.11
C -1.8830 4.3702 0.8250 -0.08
O -0.8792 4.1159 1.8492 -0.48
C -1.9953 2.9102 -1.2550 -0.05
C -3.0241 3.3351 -2.0886 -0.20
C -2.8747 3.3042 -3.4676 -0.20
C -1.6906 2.8397 -4.0259 -0.21
C -0.6608 2.4198 -3.1972 -0.22
C -0.8130 2.4580 -1.8186 -0.15
H 3.4934 -3.4484 2.2767 0.20
H 4.5392 -2.3811 1.3163 0.20
H 1.7421 -3.2148 0.6976 0.25
H 4.4331 -3.8011 -0.4672 0.20
H 5.2470 -3.7478 -2.7829 0.21
H 4.2224 -2.2003 -4.4276 0.21
H 2.3763 -0.7134 -3.7179 0.21
H 1.5672 -0.7678 -1.3986 0.23
H 3.2091 0.4404 4.4788 0.24
H 2.3872 2.6433 5.3516 0.23
H 0.5676 3.8306 4.1001 0.24
H -3.2246 2.6730 0.4592 0.23
H -2.7376 4.8463 1.2970 0.20
H -1.4504 5.0389 0.0865 0.20
H -3.9587 3.6783 -1.6531 0.21
H -3.6887 3.6262 -4.1054 0.21
H -1.5757 2.7971 -5.1019 0.21
H 0.2659 2.0555 -3.6242 0.21
H 0.0014 2.1458 -1.1883 0.21
C -4.8404 -2.2038 0.3610 -0.64
C -3.3579 -1.9443 0.1773 -0.19
S -2.9085 -0.2515 0.0182 -0.13
C -2.4342 -2.8714 0.0834 -0.21
C -2.6775 -4.3540 0.1923 -0.63
S -0.7660 -2.4155 -0.2460 -0.16
H -5.3919 -1.2611 0.4083 0.22
H -5.0373 -2.7460 1.2885 0.22
H -5.2501 -2.7855 -0.4676 0.21
H -3.7371 -4.5946 0.0998 0.21
H -2.3200 -4.7387 1.1534 0.21
H -2.1342 -4.8938 -0.5905 0.22
```

Orbital gap, eV: 6.1
Energy above the lowest of the compared OMol25 structures with the same formula, charge and spin, kcal/mol: 14.74
Lowest unoccupied orbital energy, eV: -0.13
Total energy, eV: -62120.501

---

Record 5
This record from the Open Molecules 2025 dataset describes a molecular structure, CH4INS. The level of theory is ωB97M-V/def2-TZVPD.

```
8
Properties=species:S:1:pos:R:3:nbo_charge:R:1
C -1.0584 0.5858 0.3841 -0.73
N 0.9240 -0.7303 -0.6492 -1.01
S -0.3264 -1.0964 0.3133 0.47
I 2.7206 0.2413 0.0552 0.19
H -1.9354 0.5970 0.9439 0.23
H -1.1708 0.9354 -0.5607 0.22
H -0.4455 1.2195 0.8518 0.21
H 1.2920 -1.7523 -1.3384 0.43
```

Orbital gap, eV: 7.5
Energy above the lowest of the compared OMol25 structures with the same formula, charge and spin, kcal/mol: 49.26
Lowest unoccupied orbital energy, eV: -0.74
Total energy, eV: -21525.237

---

Record 6
This record from the Open Molecules 2025 dataset describes 4 unconnected molecules or ions with the total composition C22H32NO3S. The level of theory is ωB97M-V/def2-TZVPD.

```
59
Properties=species:S:1:pos:R:3:nbo_charge:R:1
C 3.3848 -2.4728 0.9972 -0.63
C 3.2745 -1.1808 0.2320 0.00
C 4.2383 -0.7776 -0.6852 -0.19
C 4.0951 0.4106 -1.3789 -0.18
C 2.9956 1.2281 -1.1679 -0.22
C 2.0291 0.8401 -0.2539 -0.05
C 0.8034 1.7170 -0.0031 -0.47
C -0.4206 0.8637 0.0614 0.34
C -0.8036 0.0632 -1.0045 -0.25
C -1.9178 -0.7415 -0.8730 -0.06
S -2.4021 -1.7907 -2.2020 0.12
C -2.6728 -0.7420 0.2983 -0.26
C -2.2692 0.0814 1.3093 0.09
N -1.1688 0.8490 1.1766 -0.45
C 2.1761 -0.3525 0.4437 -0.20
H 3.8605 -2.3357 1.9617 0.23
H 2.3798 -2.8529 1.1646 0.21
H 3.8993 -3.2140 0.3951 0.23
H 5.1075 -1.3924 -0.8539 0.23
H 4.8486 0.7202 -2.0854 0.25
H 2.8660 2.1537 -1.7084 0.21
H 0.6852 2.4496 -0.7927 0.26
H 0.9655 2.2123 0.9526 0.23
H -0.2222 0.0758 -1.9081 0.26
H -1.1711 -2.1800 -2.5659 0.16
H -3.5446 -1.3616 0.4081 0.27
H -2.8017 0.1403 2.2424 0.25
H -0.8646 1.4436 1.9355 0.44
H 1.4490 -0.6711 1.1792 0.19
C -6.9887 2.8333 -0.8840 -0.72
C -6.2864 1.5055 -0.7641 0.59
O -6.7490 0.5878 -0.1285 -0.54
C -4.9578 1.3589 -1.4713 -0.71
H -7.9230 2.7998 -0.3295 0.25
H -6.3605 3.6283 -0.4787 0.23
H -7.2026 3.0505 -1.9315 0.24
H -4.2435 2.0853 -1.0767 0.22
H -5.0746 1.5149 -2.5443 0.24
H -4.5842 0.3532 -1.2975 0.21
C 7.2042 2.9988 -0.1959 -0.72
C 7.6136 2.4558 -1.5438 0.60
O 7.2398 1.3702 -1.9269 -0.56
C 8.5103 3.3259 -2.3875 -0.72
H 6.5634 2.2775 0.3075 0.23
H 8.0875 3.1810 0.4173 0.24
H 6.6606 3.9368 -0.3206 0.23
H 9.4448 3.5214 -1.8601 0.24
H 8.0178 4.2763 -2.5990 0.23
H 8.7295 2.8210 -3.3252 0.24
C -4.1351 -4.8360 1.6400 -0.72
C -4.2489 -4.5570 3.1216 0.59
O -3.4749 -5.0365 3.9135 -0.53
C -5.3734 -3.6480 3.5603 -0.72
H -3.2945 -5.5017 1.4581 0.24
H -5.0474 -5.3080 1.2732 0.24
H -3.9757 -3.9040 1.0934 0.21
H -6.3350 -4.0772 3.2763 0.24
H -5.2728 -2.6683 3.0886 0.21
H -5.3424 -3.5286 4.6406 0.24
```

Orbital gap, eV: 7.3
Charge: +1
Lowest unoccupied orbital energy, eV: -4.14
Total energy, eV: -41795.027

---

Repeat the sixth record exactly.
This record from the Open Molecules 2025 dataset describes 4 unconnected molecules or ions with the total composition C22H32NO3S. The level of theory is ωB97M-V/def2-TZVPD.

```
59
Properties=species:S:1:pos:R:3:nbo_charge:R:1
C 3.3848 -2.4728 0.9972 -0.63
C 3.2745 -1.1808 0.2320 0.00
C 4.2383 -0.7776 -0.6852 -0.19
C 4.0951 0.4106 -1.3789 -0.18
C 2.9956 1.2281 -1.1679 -0.22
C 2.0291 0.8401 -0.2539 -0.05
C 0.8034 1.7170 -0.0031 -0.47
C -0.4206 0.8637 0.0614 0.34
C -0.8036 0.0632 -1.0045 -0.25
C -1.9178 -0.7415 -0.8730 -0.06
S -2.4021 -1.7907 -2.2020 0.12
C -2.6728 -0.7420 0.2983 -0.26
C -2.2692 0.0814 1.3093 0.09
N -1.1688 0.8490 1.1766 -0.45
C 2.1761 -0.3525 0.4437 -0.20
H 3.8605 -2.3357 1.9617 0.23
H 2.3798 -2.8529 1.1646 0.21
H 3.8993 -3.2140 0.3951 0.23
H 5.1075 -1.3924 -0.8539 0.23
H 4.8486 0.7202 -2.0854 0.25
H 2.8660 2.1537 -1.7084 0.21
H 0.6852 2.4496 -0.7927 0.26
H 0.9655 2.2123 0.9526 0.23
H -0.2222 0.0758 -1.9081 0.26
H -1.1711 -2.1800 -2.5659 0.16
H -3.5446 -1.3616 0.4081 0.27
H -2.8017 0.1403 2.2424 0.25
H -0.8646 1.4436 1.9355 0.44
H 1.4490 -0.6711 1.1792 0.19
C -6.9887 2.8333 -0.8840 -0.72
C -6.2864 1.5055 -0.7641 0.59
O -6.7490 0.5878 -0.1285 -0.54
C -4.9578 1.3589 -1.4713 -0.71
H -7.9230 2.7998 -0.3295 0.25
H -6.3605 3.6283 -0.4787 0.23
H -7.2026 3.0505 -1.9315 0.24
H -4.2435 2.0853 -1.0767 0.22
H -5.0746 1.5149 -2.5443 0.24
H -4.5842 0.3532 -1.2975 0.21
C 7.2042 2.9988 -0.1959 -0.72
C 7.6136 2.4558 -1.5438 0.60
O 7.2398 1.3702 -1.9269 -0.56
C 8.5103 3.3259 -2.3875 -0.72
H 6.5634 2.2775 0.3075 0.23
H 8.0875 3.1810 0.4173 0.24
H 6.6606 3.9368 -0.3206 0.23
H 9.4448 3.5214 -1.8601 0.24
H 8.0178 4.2763 -2.5990 0.23
H 8.7295 2.8210 -3.3252 0.24
C -4.1351 -4.8360 1.6400 -0.72
C -4.2489 -4.5570 3.1216 0.59
O -3.4749 -5.0365 3.9135 -0.53
C -5.3734 -3.6480 3.5603 -0.72
H -3.2945 -5.5017 1.4581 0.24
H -5.0474 -5.3080 1.2732 0.24
H -3.9757 -3.9040 1.0934 0.21
H -6.3350 -4.0772 3.2763 0.24
H -5.2728 -2.6683 3.0886 0.21
H -5.3424 -3.5286 4.6406 0.24
```

Orbital gap, eV: 7.3
Charge: +1
Lowest unoccupied orbital energy, eV: -4.14
Total energy, eV: -41795.027

---

Question: Which value of total energy does entry 1 give?
Answer: -68794.723 eV